Density functional theory data (ωB97M-V/def2-TZVPD) for a structure of composition BF4Sn.

```
6
Properties=species:S:1:pos:R:3
Sn 1.3257 -2.3458 0.1545
B -0.3025 0.5391 -0.0135
F -1.1828 0.3761 -1.0679
F -0.2815 1.7765 0.5415
F -0.5444 -0.4753 0.9385
F 0.9856 0.1294 -0.5532
```

2S+1: 1
E_LUMO (eV): -9.206
Relative energy (zero: lowest compared OMol25 entry of this formula, charge and spin) (kcal per mole): 25.6
Charge: +1
E_tot (hartree): -638.44934